1.
{"formula": "C28H72N4O10", "method": "ωB97M-V with the def2-TZVPD basis set", "species": ["O", "C", "H", "C", "C", "C", "H", "H", "H", "C", "O", "H", "H", "C", "H", "C", "H", "O", "C", "H", "H", "H", "H", "H", "H", "H", "C", "H", "H", "H", "H", "H", "H", "H", "C", "H", "O", "N", "H", "H", "H", "O", "C", "H", "H", "C", "H", "H", "H", "H", "C", "H", "H", "H", "H", "H", "H", "H", "H", "H", "O", "C", "C", "H", "H", "H", "N", "H", "H", "O", "C", "H", "H", "H", "H", "C", "H", "H", "C", "C", "H", "C", "H", "C", "H", "N", "H", "O", "C", "O", "H", "H", "H", "H", "H", "C", "H", "C", "C", "N", "H", "H", "H", "H", "C", "C", "H", "H", "O", "H", "H", "C", "H", "H"], "xyz": [[-0.46814, -1.72570, -4.62637], [0.95970, -0.77425, 5.79715], [0.07187, -1.09310, -0.87619], [-1.19923, -0.93749, -5.55367], [1.53939, 1.94434, 2.33299], [-5.64479, -0.80597, 0.58091], [-0.55554, 2.77907, -5.63297], [-2.85062, -1.66469, -4.52444], [1.67006, 2.91435, -5.64469], [-0.90676, -1.40632, -1.10664], [0.39585, -2.04004, 5.32635], [-4.54529, -0.03692, -3.37607], [-1.90432, 0.12504, 2.80070], [-1.54418, -5.21643, 1.83950], [-1.33672, -1.87384, -0.17974], [-1.80635, -4.93687, 3.30069], [-5.19362, -1.53475, -0.05430], [4.87631, 0.32775, 1.96679], [-3.52347, 0.30535, -3.01150], [7.07346, 2.27446, -1.12126], [1.54557, -1.24399, -4.93130], [-0.59272, -0.02380, -5.75965], [0.86090, -0.82841, 6.85167], [0.50257, 0.34357, 1.19123], [-0.59649, -4.25692, 5.77862], [1.33144, 2.82744, 1.71982], [-3.76561, -0.41106, 1.91091], [-0.81765, 3.15122, -3.85864], [-3.31477, -1.30653, 1.50176], [-3.81113, 1.25347, -2.60322], [-1.27611, -1.47887, -6.47083], [-2.27211, -3.93648, 5.59035], [-3.07012, 1.30331, 3.01599], [5.60547, -1.73698, 4.47826], [3.30252, 1.44569, -1.98437], [-3.67706, -0.49765, -1.11616], [0.64773, 1.84300, 3.45058], [-2.61008, 0.46478, -4.12946], [6.14388, 2.91560, 0.23666], [-3.10156, -0.63839, -5.93792], [1.26242, -2.97428, -4.80425], [-1.70769, -0.24669, -1.54874], [-2.87421, 2.62673, 0.85810], [-1.96781, 2.57524, -1.11933], [-2.95537, -4.94787, 3.40025], [1.71498, 3.57448, -4.77138], [-2.14874, -4.59136, 1.21249], [1.03779, 1.98699, -3.27139], [-3.85731, 2.42532, 0.59504], [4.03478, 0.42694, 2.42647], [-2.67150, 0.59942, 2.26475], [3.74928, 2.90122, -3.42051], [-5.94411, -1.38551, 1.43436], [-1.63348, 5.97402, -0.58036], [2.64873, 4.14042, -4.87990], [-0.23872, -3.63402, 3.46685], [-2.94025, 3.30670, 1.73077], [-1.89476, 0.82184, 0.34507], [2.12728, 0.81717, 0.55336], [-1.62186, -1.49122, 5.26652], [-0.14420, -5.17815, 1.41507], [-2.16336, 5.45741, -1.34993], [1.57115, 0.67129, 1.43576], [-4.20094, -0.73535, 2.89313], [-3.14044, -1.68099, -2.22842], [1.53824, 3.57138, -2.61838], [3.07599, 2.16391, -3.25607], [5.35552, 0.78231, -2.35667], [2.48393, 2.11133, 2.82478], [-4.72100, 0.16750, 1.01437], [5.76353, -0.29022, 2.91653], [0.94914, -5.71744, 3.02327], [2.00561, -0.72495, 5.52302], [-6.43665, -0.25060, -0.05792], [-2.86258, 6.10977, -1.85462], [-2.56942, -0.70835, -5.01281], [0.80320, -2.17530, -6.24968], [0.25778, -7.10107, 2.05031], [-0.62196, 3.64859, -4.82283], [1.78118, 2.78751, -3.41603], [-1.44580, 4.33067, -5.11408], [4.77943, 1.36680, -1.64409], [-1.09124, -2.16424, 6.76115], [4.97669, -1.26612, 3.73090], [-1.43121, 5.02896, -2.05861], [-2.12060, 1.44393, 1.15723], [4.86805, 1.04164, -0.56773], [-2.94067, 4.45067, -0.77265], [0.69331, -6.12263, 2.01821], [0.56162, 4.42892, -4.82577], [-0.94723, -2.12727, -1.91334], [-1.48825, -5.87869, 3.85164], [-1.99257, -6.16422, 1.60304], [0.43247, 0.09168, 5.41162], [6.59995, 3.93992, -1.17563], [-0.93171, -2.22632, 5.68380], [6.29852, 0.44348, 3.53373], [-3.00276, -0.63704, -1.93409], [-1.31340, -3.62840, 5.26291], [-1.17155, -3.75521, 3.78656], [-1.17114, 3.67157, -0.01964], [2.94164, 0.40420, -2.15840], [4.35512, -1.91031, 3.10227], [-0.25685, 1.65134, 3.12761], [0.80931, -2.04223, -5.15361], [-2.16768, 3.32019, -0.30495], [-1.61563, 0.65610, -3.78723], [6.49825, -0.73107, 2.21210], [5.18928, 2.79945, -1.68988], [2.88780, 1.94959, -1.10551], [4.22518, -0.71921, 4.23053], [6.28980, 2.94660, -0.88630], [2.13094, -0.13555, 1.99691], [1.56444, -6.08432, 1.43873]], "mulliken_charge": [-0.18, -0.60, 0.15, -0.81, -0.30, -0.96, 0.16, 0.21, 0.36, -0.70, -0.29, 0.41, 0.71, -0.81, 0.04, -0.60, 0.37, -0.39, -1.44, 0.35, 0.26, 0.32, 0.41, -0.34, 0.34, 0.18, -0.46, -0.17, 0.28, 0.37, 0.53, 0.49, 0.59, 0.39, -0.43, -0.56, -0.61, -0.05, 0.21, 0.44, 0.27, 0.04, -0.76, -0.23, 0.30, -0.68, 0.38, 0.02, 0.36, 0.09, -1.66, 0.35, 0.37, 0.34, 0.35, 0.22, 0.35, -0.34, -0.08, 0.24, -0.33, -0.56, 0.29, 0.45, 0.69, 0.21, -0.30, 0.32, 0.47, -0.29, -0.15, 0.25, -0.02, 0.23, 0.27, -0.41, 0.35, 0.32, -0.16, -0.04, 0.34, -0.23, 0.42, -1.07, 0.13, 0.93, 0.12, -0.41, -0.70, -0.41, 0.38, 0.33, 0.44, 0.30, 0.29, -0.45, 0.25, 0.54, -0.90, 0.04, 0.29, 0.30, 0.32, 0.27, -0.84, 0.22, -0.13, 0.29, -0.36, 0.12, 0.18, -0.78, 0.17, 0.24], "largest_force_ev_per_a": 3.08, "molar_mass_g_mol": 624.90, "de_lowest_kcal_mol": 103.7, "e_homo_ev": -8.5805, "multiplicity": 1, "e_lumo_ha": 0.0226}

=====

2.
{"formula": "C7H18Br2ClO5Si2", "method": "ωB97M-V with the def2-TZVPD basis set", "species": ["C", "H", "Si", "H", "C", "H", "C", "H", "H", "H", "H", "H", "H", "C", "Cl", "H", "O", "O", "O", "H", "O", "H", "H", "H", "H", "O", "Br", "Br", "C", "H", "Si", "C", "C", "H", "H"], "xyz": [[-1.66266, 0.02377, -2.69006], [-2.25449, -0.71604, 1.81537], [-2.52634, -1.04101, -1.42035], [3.63631, -1.12636, 0.23786], [2.75763, -0.48788, 0.32996], [-1.96968, 1.92234, -3.67799], [1.48850, -1.32900, 0.45152], [-0.31407, 1.75984, -1.34347], [-3.51667, -0.22941, -0.67029], [-3.06622, 1.63605, -2.33870], [-1.36203, 4.28602, -2.74965], [-1.92877, -0.40050, -3.66572], [-0.57721, -0.10481, -2.59194], [-2.02403, 1.52225, -2.65999], [2.76154, -1.55058, 4.75916], [2.89914, 0.13320, 1.21183], [-1.48436, -1.76505, -0.38612], [3.37351, -2.72489, 5.32320], [1.31592, -1.70801, 4.76991], [-1.38088, -2.96528, 1.82870], [3.12180, -0.38817, 5.52857], [0.97365, -1.40240, -0.50573], [-3.24798, -2.12862, -2.12828], [0.10027, 4.16314, -1.77218], [2.70957, 0.14318, -0.56153], [3.20317, -1.38449, 3.38610], [1.94204, -3.21021, 0.80355], [0.35187, 0.98749, 1.75498], [-1.13461, 2.37064, -1.73253], [0.00351, 3.31727, -3.32163], [-1.23494, -1.61986, 1.24083], [0.48984, -0.94757, 1.54846], [-0.56661, 3.60379, -2.43289], [0.82448, -1.33122, 2.51350], [-1.70121, 2.69235, -0.85445]], "mulliken_charge": [-0.74, -0.20, 0.26, 0.38, -1.33, 0.37, 0.17, -0.10, -0.15, 0.24, 0.34, 0.36, 0.41, -0.65, 1.71, 0.38, 0.06, -0.68, -0.72, -0.19, -0.68, 0.33, -0.22, 0.38, 0.31, -0.62, -0.11, -0.16, 0.26, 0.37, 0.41, -0.01, -1.52, 0.00, 0.31], "largest_force_ev_per_a": 0.45, "molar_mass_g_mol": 433.65, "e_homo_ev": -6.0340, "multiplicity": 1, "e_lumo_ha": 0.0937, "total_charge": -1}

=====

3.
{"formula": "C39H43N2O", "method": "ωB97M-V with the def2-TZVPD basis set", "species": ["C", "H", "C", "C", "H", "C", "H", "H", "H", "C", "H", "H", "H", "C", "C", "C", "H", "H", "H", "H", "H", "H", "H", "C", "C", "H", "H", "H", "C", "C", "H", "C", "C", "H", "H", "C", "H", "C", "C", "H", "C", "C", "H", "H", "C", "C", "C", "H", "C", "C", "C", "C", "H", "C", "H", "H", "C", "O", "H", "C", "C", "C", "C", "C", "H", "C", "H", "C", "H", "C", "H", "H", "N", "C", "H", "H", "H", "H", "C", "N", "H", "H", "C", "H", "H"], "xyz": [[-2.82297, 2.23311, -0.48711], [-0.26033, -1.50980, -1.79324], [4.88003, 0.51210, 0.70368], [-2.55278, 2.12779, 0.88766], [-7.29860, 1.70010, 0.35697], [-0.68733, 3.18707, 2.17887], [-1.42079, -8.26014, 0.89891], [-0.98111, 3.23217, -1.07581], [0.63575, -7.38784, -0.23048], [-4.14427, 2.04220, -0.91002], [-0.74431, -0.62340, 2.80718], [3.33960, -4.98002, 2.92929], [-5.72932, 2.04058, 2.07801], [0.26991, -6.92378, 0.68907], [-4.07346, -1.35901, 3.02904], [-6.61929, 1.80394, -0.49162], [-1.88496, -0.81081, -1.95932], [-1.31886, 4.01221, 2.47870], [-6.93826, 2.67329, -1.07995], [-5.37672, -1.65545, 1.33139], [-1.36619, 1.77348, -2.03778], [-6.72598, 0.92339, -1.13414], [0.98750, -4.43325, 5.18477], [-2.02426, -1.04320, 1.09856], [0.89975, -3.66899, 4.38936], [1.37527, 3.53629, 2.86321], [-3.55317, -1.58376, -0.32170], [-0.99251, -5.28487, 3.99181], [-3.35640, 2.26106, 3.29239], [-0.84563, -7.45228, 1.35452], [-2.49613, 1.67107, 3.63440], [2.62810, -0.00235, 1.48317], [0.52190, -5.19887, 2.42329], [-2.12106, -7.28702, 3.10043], [-3.21348, 3.31417, 3.58933], [4.50401, 1.84690, 0.56075], [6.96177, 0.91434, 0.36350], [-1.80011, 2.63591, -1.50676], [1.69140, -0.96984, 2.11505], [1.29020, -0.60104, 3.07107], [-1.08014, -0.82666, 0.03549], [-3.59940, 2.14311, 1.82333], [-4.24330, 1.88549, 3.82418], [3.70774, 4.17521, 0.10046], [-1.75608, -0.88408, 2.48491], [-0.65211, -5.72872, 3.05190], [3.19839, 2.27909, 0.83446], [-2.50153, -1.04791, 4.49513], [-3.33847, -1.42367, 0.73209], [0.93640, -5.81619, 1.19647], [0.62540, 2.94817, 2.35074], [2.27530, 1.35058, 1.33575], [-4.85200, -1.50622, 3.78001], [-1.24252, -1.43395, -1.30249], [-4.35349, 2.02788, -1.98294], [5.24499, 2.58155, 0.22480], [2.75276, -4.07564, 2.68561], [0.56746, 0.59289, -0.92635], [0.85143, -1.23643, 1.45701], [-5.20367, 1.95009, -0.00791], [-0.21546, 1.25413, 1.17570], [-2.75794, -1.10136, 3.42899], [6.29650, 0.05551, 0.47992], [1.31717, -4.22511, 3.06954], [-2.30573, 3.26471, -2.26109], [2.82202, 3.69071, 0.53227], [2.20748, -1.91011, 2.31017], [-4.35745, -1.48801, 1.66705], [1.82523, -5.43148, 0.68892], [3.90676, -0.41298, 1.07750], [2.53866, 4.25834, 1.42826], [6.64862, -0.54321, 1.32888], [-1.20472, 2.16829, 1.36808], [-1.28259, -6.86029, 2.54867], [1.55276, -2.83812, 4.68049], [-1.72940, -2.41324, -1.23551], [3.21776, -3.25638, 3.24381], [2.00516, 3.76092, -0.20536], [-0.18941, 0.34272, 0.04507], [0.95483, 1.79458, 1.63230], [2.87662, -3.89994, 1.61042], [-0.13765, -3.31133, 4.39355], [-4.91324, 2.04824, 1.35074], [6.38312, -0.57279, -0.41518], [4.16719, -1.47437, 1.11302]], "mulliken_charge": [0.60, 0.41, 0.45, 0.05, 0.36, -0.62, 0.41, 0.20, 0.41, -0.86, 0.35, 0.41, 0.29, -0.86, -0.77, -1.68, 0.29, 0.72, 0.37, 0.46, 0.22, 0.36, 0.49, 1.05, -1.61, 0.92, 0.35, 0.36, -2.19, -0.29, 0.33, 0.62, 0.45, 0.40, 0.42, -1.04, 0.36, -1.72, 0.78, 0.39, 0.53, 1.36, 0.45, 0.41, -0.01, -0.09, 1.11, 0.45, -1.13, -0.23, -1.58, 0.08, 0.44, -2.44, 0.49, 0.31, -1.85, -0.82, 0.04, 0.74, -0.31, -0.79, -1.52, 1.84, 0.63, -1.37, -0.94, -0.66, 0.36, -1.35, 0.38, 0.36, 1.32, -0.88, 0.38, 0.51, 0.54, 0.22, 0.92, 0.78, 0.47, 0.31, -0.84, 0.32, 0.38], "largest_force_ev_per_a": 5.51, "molar_mass_g_mol": 555.79, "e_homo_ev": -8.0186, "multiplicity": 1, "e_lumo_ha": -0.2094, "total_charge": 1}

=====

4.
{"formula": "C6H12F26K3NO10P4S2", "method": "ωB97M-V with the def2-TZVPD basis set", "species": ["F", "O", "O", "F", "F", "F", "F", "F", "F", "C", "N", "F", "P", "P", "F", "F", "H", "F", "O", "F", "S", "O", "H", "F", "F", "O", "H", "C", "H", "F", "O", "F", "F", "O", "H", "H", "P", "F", "K", "C", "C", "O", "C", "P", "K", "H", "F", "F", "H", "F", "O", "F", "H", "C", "O", "H", "H", "K", "F", "F", "H", "F", "S", "F"], "xyz": [[8.11868, 23.33697, -7.44756], [8.07112, 28.81688, -14.63765], [3.09527, 20.92701, -10.15832], [2.28623, 18.53683, -13.71328], [1.63514, 19.02701, -10.24842], [4.80791, 22.73143, -12.72597], [5.83126, 21.29585, -11.44267], [2.66984, 16.32482, -13.22056], [9.87838, 16.87025, -12.84760], [7.66862, 30.13829, -14.88441], [3.72011, 18.58185, -9.18714], [9.01421, 18.80285, -12.06373], [5.75038, 21.46351, -13.06496], [8.92146, 17.26090, -11.57593], [8.83866, 15.70779, -11.12119], [3.08378, 15.91184, -15.46652], [6.57932, 30.21215, -14.91120], [9.65446, 22.70748, -9.06144], [4.99700, 20.43254, -7.75040], [5.61177, 21.76967, -14.65856], [4.39979, 19.13770, -7.74675], [8.00515, 27.04342, -13.46168], [8.08849, 30.94276, -14.28113], [6.77061, 24.28335, -9.12036], [8.02514, 17.70773, -10.29007], [6.74066, 24.53983, -17.67577], [7.96816, 30.39691, -15.90285], [7.10950, 25.74626, -18.14329], [9.06407, 26.16009, -11.94759], [10.23570, 17.45295, -10.63772], [1.87592, 20.18270, -8.19576], [4.52893, 20.45016, -13.20834], [7.61761, 17.06191, -12.49335], [7.99290, 25.62588, -19.12875], [9.23793, 24.39384, -20.29476], [5.89758, 25.41113, -15.87092], [8.24703, 23.52620, -9.06749], [9.03802, 24.88859, -8.83591], [2.57662, 21.10557, -15.20629], [8.07470, 28.36550, -13.38945], [8.45710, 24.35117, -19.53753], [6.68286, 26.80997, -17.82065], [5.95472, 24.52863, -16.50658], [2.67656, 17.23210, -14.57911], [9.43475, 21.29333, -12.33614], [4.92949, 24.28735, -16.81782], [8.28603, 23.77427, -10.70213], [2.62876, 18.13244, -15.93176], [6.23306, 23.72301, -15.82424], [7.45113, 22.15925, -9.31250], [3.69232, 18.72719, -6.55560], [7.00830, 22.59267, -12.97086], [7.50396, 26.87538, -11.45145], [8.02261, 26.31465, -12.22706], [8.10471, 29.00904, -12.38027], [8.84203, 23.76705, -18.70399], [7.63189, 23.82533, -20.02498], [4.38085, 23.49978, -10.42305], [6.83278, 20.30395, -13.25839], [1.12917, 16.84544, -14.81517], [7.53480, 25.35442, -12.36049], [5.63724, 18.15900, -7.78694], [2.69992, 19.79701, -9.33366], [4.24465, 17.53759, -14.39865]], "mulliken_charge": [-0.39, -0.27, -0.48, -0.40, -0.30, -0.48, -0.33, -0.36, -0.41, -0.73, -0.28, -0.33, 1.39, 1.20, -0.38, -0.40, 0.30, -0.40, -0.49, -0.37, 1.09, -0.21, 0.32, -0.43, -0.34, -0.34, 0.25, 0.85, 0.30, -0.39, -0.63, -0.35, -0.35, -0.35, 0.24, 0.31, 1.28, -0.38, 0.98, 0.72, -0.58, -0.56, -0.50, 1.29, 1.00, 0.21, -0.34, -0.42, 0.17, -0.28, -0.63, -0.50, 0.33, -0.48, -0.57, 0.28, 0.26, 1.00, -0.42, -0.37, 0.02, -0.24, 0.99, -0.33], "largest_force_ev_per_a": 3.68, "molar_mass_g_mol": 1057.43, "e_homo_ev": -4.6580, "multiplicity": 1, "e_lumo_ha": 0.0714, "total_charge": -2}